Record 1
# C47H60AsClN5O3PSiSn

A molecular structure, C47H60AsClN5O3PSiSn (ωB97M-V/def2-TZVPD, OMol25).

Properties
charge: +2
HOMO-LUMO gap: 6.9 eV
lowest unoccupied orbital energy: -5.43 eV
largest force on an atom: 0.0039 hartree/bohr

Last column: Mulliken charge in e.
Atoms and positions in Å:
Sn -0.08 -1.22 1.18  0.42
O 3.09 -1.19 4.42  -0.52
C 2.41 -0.31 4.81  0.05
O 1.25 0.05 4.08  0.59
C 2.57 0.61 5.96  0.19
C 3.62 0.58 6.86  -0.62
C 3.63 1.52 7.88  -0.60
C 2.61 2.46 7.99  -0.67
C 1.55 2.49 7.09  -0.53
C 1.55 1.55 6.08  -0.02
P 0.40 1.26 4.75  1.30
C -1.18 0.71 5.30  0.34
C -2.23 0.57 4.38  -0.15
C -3.45 0.08 4.81  -0.97
C -3.62 -0.27 6.14  -0.52
C -2.59 -0.13 7.06  -0.86
C -1.36 0.36 6.64  -0.58
C 0.31 2.53 3.52  0.97
C 1.34 2.63 2.58  -0.32
C 1.31 3.65 1.65  -0.67
C 0.26 4.56 1.65  -0.48
C -0.76 4.46 2.58  -0.81
C -0.74 3.45 3.53  -0.44
H 4.41 -0.16 6.76  0.58
H 4.44 1.53 8.59  0.45
H 2.65 3.19 8.80  0.47
H 0.77 3.23 7.19  0.55
H -2.09 0.84 3.34  0.58
H -4.26 -0.03 4.11  0.49
H -4.58 -0.64 6.48  0.44
H -2.73 -0.40 8.09  0.46
H -0.55 0.46 7.35  0.42
H 2.15 1.92 2.57  -0.02
H 2.10 3.74 0.91  0.45
H 0.24 5.36 0.91  0.44
H -1.58 5.18 2.58  0.47
H -1.54 3.37 4.25  0.46
C 3.75 -0.79 1.17  -1.01
C 3.14 -1.68 0.13  0.16
C 3.89 -2.39 -0.79  -0.96
C 3.23 -3.24 -1.68  -0.84
C 1.85 -3.36 -1.66  -0.68
C 1.13 -2.60 -0.74  0.44
N 1.81 -1.80 0.14  0.64
N -0.20 -2.51 -0.53  0.21
Si -1.49 -2.95 -1.65  -0.10
C -0.95 -2.55 -3.41  -0.25
C -2.93 -1.87 -1.13  -0.97
C -1.97 -4.75 -1.51  -1.13
H 4.52 -0.15 0.73  0.54
H 4.22 -1.38 1.96  0.24
H 2.99 -0.16 1.63  -0.21
H 4.96 -2.29 -0.81  0.56
H 3.81 -3.81 -2.39  0.49
H 1.34 -4.03 -2.34  0.58
H 0.05 -2.10 -3.47  0.48
H -1.66 -1.87 -3.88  -0.65
H -0.92 -3.46 -4.02  0.58
H -2.72 -0.80 -1.26  0.26
H -3.21 -2.04 -0.09  0.28
H -3.81 -2.11 -1.74  0.37
H -1.14 -5.41 -1.75  0.37
H -2.77 -4.96 -2.22  0.33
H -2.33 -5.00 -0.52  0.28
C 0.52 -4.26 4.40  -1.10
As 0.86 -3.81 2.53  0.70
C 2.76 -4.23 2.44  -0.95
C 0.13 -5.39 1.64  -1.11
H 0.92 -5.24 4.62  0.41
H -0.55 -4.25 4.59  0.37
H 1.00 -3.52 5.05  0.24
H 2.94 -5.20 2.89  0.48
H 3.34 -3.47 2.96  0.12
H 3.07 -4.25 1.40  0.29
H 0.59 -6.29 2.05  0.46
H 0.33 -5.33 0.58  0.22
H -0.94 -5.43 1.79  0.34
C 1.65 1.46 -4.73  -1.67
C 1.05 2.83 -4.42  1.98
C 1.60 3.84 -5.44  -1.96
C 1.54 3.28 -3.03  -1.57
C -0.52 2.80 -4.48  2.00
O -1.08 3.98 -3.89  -0.71
C -1.04 2.67 -5.93  -1.17
C -2.55 2.49 -6.12  -1.40
C -3.07 1.09 -5.91  0.15
C -4.13 0.85 -5.03  -0.17
C -4.56 -0.43 -4.74  -0.71
C -3.93 -1.50 -5.35  0.34
Cl -4.40 -3.12 -4.94  -0.17
C -2.92 -1.30 -6.28  -0.99
C -2.50 -0.01 -6.55  0.01
C -1.15 1.65 -3.68  -3.06
N -0.76 1.50 -2.28  1.78
C -0.10 0.48 -1.74  -0.36
N -0.05 0.62 -0.42  0.52
C -0.74 1.78 -0.22  -1.04
N -1.19 2.33 -1.31  -0.92
H 2.74 1.54 -4.75  0.55
H 1.34 1.08 -5.70  0.31
H 1.40 0.71 -3.97  0.09
H 2.68 3.94 -5.29  0.50
H 1.17 4.84 -5.31  0.40
H 1.45 3.53 -6.47  0.37
H 2.61 3.46 -3.08  0.52
H 1.37 2.53 -2.26  0.06
H 1.05 4.20 -2.71  0.40
H -0.81 4.74 -4.42  0.64
H -0.51 1.86 -6.44  0.48
H -0.75 3.59 -6.44  0.69
H -2.78 2.79 -7.15  0.41
H -3.08 3.19 -5.47  0.36
H -4.61 1.69 -4.54  0.47
H -5.37 -0.60 -4.05  0.49
H -2.46 -2.14 -6.77  0.43
H -1.70 0.14 -7.27  0.46
H -0.95 0.70 -4.16  0.41
H -2.22 1.80 -3.66  0.69
H 0.31 -0.34 -2.31  -0.15
H -0.91 2.20 0.76  0.68

---

Record 2
# C47H60ClFMnN8O4

A molecular structure, C47H60ClFMnN8O4 (ωB97M-V/def2-TZVPD, OMol25).

Properties
⟨S²⟩: 6.425
charge: +1
HOMO-LUMO gap (alpha / beta): 3.7 / 4.4 eV
multiplicity: 5
lowest unoccupied orbital energy (alpha / beta): -3.36 / -3.36 eV
largest force on an atom: 0.0661 hartree/bohr

Last column: Mulliken charge in e.
Atoms and positions in Å:
Mn 0.10 -0.12 0.04  1.48
F -6.45 -1.76 0.08  -0.39
C -5.70 -1.43 1.18  0.32
C -4.34 -1.26 0.99  -0.62
C -3.50 -0.99 2.07  0.36
C -2.08 -0.85 1.86  1.32
O -1.59 -1.06 0.70  -0.91
C -1.32 -0.48 3.02  0.32
C -1.92 -0.35 4.23  -0.72
N -3.26 -0.56 4.43  0.32
C -3.79 -0.49 5.75  -0.42
C -3.06 -1.19 6.85  -0.98
C -4.35 -1.75 6.35  -0.34
C -4.08 -0.83 3.35  -0.76
C -5.45 -0.95 3.50  -0.83
C -6.30 -1.28 2.43  -0.17
N -7.68 -1.41 2.69  0.10
C -8.09 -2.29 3.75  -0.69
C -8.34 -3.72 3.22  -0.76
N -9.36 -3.66 2.15  -0.05
C -8.94 -2.75 1.05  -0.64
C -8.66 -1.36 1.64  -1.03
C 0.18 -0.24 2.96  -0.08
O 0.81 -0.17 4.00  -0.77
O 0.69 -0.13 1.79  -0.51
H -3.91 -1.35 0.00  0.78
H -1.34 -0.09 5.10  0.72
H -4.29 0.45 5.98  0.43
H -3.04 -0.72 7.83  0.27
H -2.14 -1.71 6.60  0.35
H -5.22 -1.69 6.98  0.29
H -4.31 -2.64 5.75  0.22
H -5.90 -0.77 4.47  1.04
H -9.02 -1.91 4.20  0.33
H -7.32 -2.34 4.52  0.35
H -8.68 -4.38 4.02  0.44
H -7.41 -4.11 2.80  0.36
H -10.24 -3.30 2.55  0.38
H -9.54 -4.60 1.77  0.35
H -9.73 -2.70 0.29  0.34
H -8.04 -3.15 0.59  0.46
H -9.59 -0.96 2.06  0.42
H -8.33 -0.69 0.85  0.49
C 6.03 1.76 -2.89  -1.59
C 6.69 2.53 -1.74  2.58
C 8.14 2.82 -2.17  -2.15
C 6.01 3.89 -1.55  -1.85
C 6.67 1.74 -0.39  1.84
O 7.47 2.45 0.55  -0.69
C 7.25 0.30 -0.44  -1.66
C 6.33 -0.91 -0.71  -0.42
C 6.18 -1.31 -2.15  0.00
C 7.30 -1.56 -2.94  -0.11
C 7.18 -1.92 -4.26  -0.79
C 5.92 -2.07 -4.82  0.33
Cl 5.76 -2.50 -6.48  -0.24
C 4.79 -1.87 -4.05  -1.16
C 4.92 -1.49 -2.72  0.09
C 5.32 1.78 0.39  -2.33
N 4.08 1.44 -0.25  1.18
C 3.19 0.51 0.13  -0.76
N 2.09 0.63 -0.61  1.47
C 2.37 1.67 -1.43  -1.87
N 3.55 2.17 -1.22  -0.71
H 5.79 2.46 -3.69  0.63
H 5.11 1.28 -2.59  -0.01
H 6.70 1.00 -3.29  0.33
H 8.13 3.23 -3.17  0.47
H 8.77 1.93 -2.19  0.34
H 8.60 3.57 -1.52  0.62
H 6.23 4.52 -2.41  0.53
H 6.40 4.38 -0.66  0.36
H 4.94 3.78 -1.47  0.22
H 8.38 2.49 0.21  0.55
H 7.67 0.15 0.55  0.38
H 8.09 0.28 -1.15  0.29
H 5.35 -0.75 -0.27  -0.09
H 6.79 -1.76 -0.20  0.53
H 8.28 -1.46 -2.51  0.41
H 8.06 -2.10 -4.87  0.43
H 3.81 -2.00 -4.48  0.58
H 4.03 -1.34 -2.13  0.56
H 5.23 2.81 0.74  0.49
H 5.45 1.14 1.26  0.29
H 3.32 -0.18 0.94  0.44
H 1.68 2.04 -2.16  0.87
C 0.39 3.61 0.29  -1.39
C -1.11 3.64 -0.03  0.32
C -1.91 2.86 1.02  -1.63
C -1.40 3.16 -1.44  0.64
C -1.90 4.07 -2.35  -1.04
C -2.18 3.72 -3.66  -1.29
C -1.94 2.42 -4.07  -1.02
C -1.43 1.46 -3.22  0.65
C -1.17 0.08 -3.75  0.30
C -1.96 -1.00 -3.01  -1.39
C 0.33 -0.24 -3.75  -1.22
C -1.14 1.81 -1.85  -0.12
N -0.65 0.92 -1.02  -0.04
H 0.59 4.18 1.19  0.56
H 0.96 4.03 -0.52  0.33
H 0.71 2.58 0.47  0.00
H -1.43 4.69 0.02  0.73
H -1.60 1.81 1.04  0.01
H -2.97 2.91 0.80  0.43
H -1.74 3.29 2.01  0.44
H -2.08 5.09 -2.02  0.40
H -2.57 4.45 -4.35  0.37
H -2.14 2.14 -5.10  0.39
H -1.50 0.06 -4.80  0.63
H -1.68 -1.03 -1.95  0.11
H -1.77 -1.97 -3.45  0.46
H -3.03 -0.78 -3.08  0.38
H 0.69 -0.36 -2.72  -0.02
H 0.89 0.57 -4.22  0.31
H 0.52 -1.16 -4.30  0.56
C 0.77 -4.62 -0.63  -1.37
C 0.83 -3.19 -0.65  0.67
N 0.87 -2.04 -0.67  -0.08
H 1.46 -5.01 0.13  0.32
H 1.05 -5.01 -1.61  0.34
H -0.25 -4.94 -0.39  0.33

---

Record 3
# C47H61BBr2N5O5RbSSb2

A molecular structure, C47H61BBr2N5O5RbSSb2 (ωB97M-V/def2-TZVPD, OMol25).

Properties
charge: -2
HOMO-LUMO gap: 5.9 eV
lowest unoccupied orbital energy: 3.67 eV
largest force on an atom: 0.0123 hartree/bohr

Last column: Mulliken charge in e.
Atoms and positions in Å:
Rb -0.76 1.96 0.33  1.37
C -6.10 0.45 -3.01  -0.86
C -5.83 1.95 -2.90  -0.92
N -4.63 2.37 -3.60  0.20
C -4.77 2.84 -4.98  -0.59
C -4.44 1.78 -6.03  -1.04
C -3.39 2.30 -3.02  0.31
S -3.28 1.72 -1.42  -0.77
N -2.41 2.69 -3.86  -0.12
C -1.10 2.63 -3.59  -0.81
O -0.48 2.24 -2.60  -0.69
C -0.27 3.14 -4.76  0.15
C 1.11 2.93 -4.75  0.00
C 1.90 3.37 -5.80  -0.78
C 1.33 4.04 -6.87  -0.28
C -0.04 4.25 -6.90  -0.78
C -0.84 3.80 -5.85  0.18
H -6.98 0.19 -2.42  0.37
H -5.25 -0.10 -2.60  0.17
H -6.26 0.14 -4.04  0.26
H -5.72 2.22 -1.85  0.39
H -6.67 2.51 -3.32  0.38
H -4.13 3.70 -5.12  0.33
H -5.81 3.16 -5.10  0.39
H -3.40 1.46 -5.89  0.19
H -4.55 2.20 -7.03  0.34
H -5.09 0.91 -5.94  0.35
H 1.53 2.41 -3.91  0.41
H 2.97 3.20 -5.77  0.40
H 1.95 4.39 -7.69  0.35
H -0.50 4.77 -7.73  0.39
H -1.91 3.94 -5.86  0.28
C 5.20 2.10 2.76  -1.53
Sb 3.62 0.87 1.93  0.74
C 5.06 -0.24 0.75  -1.59
C 3.62 -0.45 3.70  -1.57
C 4.81 -1.31 3.94  1.16
C 5.76 -0.85 4.85  -0.68
C 6.91 -1.55 5.17  -0.69
C 7.13 -2.78 4.56  -0.66
C 6.21 -3.25 3.65  -0.72
C 5.05 -2.54 3.30  0.70
C 4.19 -3.19 2.23  -1.88
Sb 2.20 -2.55 1.58  0.45
C 1.98 -4.40 0.50  -1.39
C 1.27 -3.25 3.40  -1.45
H 6.02 1.47 3.11  0.49
H 4.81 2.69 3.59  0.37
H 5.56 2.78 1.99  0.38
H 5.72 -0.81 1.41  0.58
H 5.65 0.48 0.19  0.60
H 4.56 -0.91 0.05  0.24
H 2.69 -1.02 3.66  0.43
H 3.51 0.26 4.52  0.71
H 5.58 0.11 5.34  0.43
H 7.62 -1.15 5.88  0.38
H 8.02 -3.36 4.79  0.37
H 6.38 -4.20 3.16  0.42
H 4.05 -4.25 2.50  0.71
H 4.78 -3.20 1.30  0.59
H 2.07 -5.25 1.18  0.42
H 2.75 -4.47 -0.27  0.40
H 1.00 -4.43 0.02  0.23
H 1.06 -4.31 3.30  0.51
H 0.35 -2.70 3.58  0.32
H 1.96 -3.09 4.23  0.51
N 2.44 3.78 0.34  -0.33
C 2.53 3.77 -1.12  -0.39
C 3.13 2.47 -1.61  -0.60
N 2.24 1.36 -1.28  0.18
H 1.77 3.08 0.63  -0.19
H 2.01 4.65 0.64  0.30
H 3.17 4.60 -1.43  0.50
H 1.56 3.91 -1.61  0.29
H 4.09 2.31 -1.11  0.21
H 3.34 2.56 -2.69  0.35
H 2.60 0.48 -1.63  0.19
H 1.34 1.51 -1.73  -0.25
C 0.58 1.47 4.63  -1.04
C -0.23 2.73 4.56  0.74
C -0.82 3.26 5.72  -0.92
C -1.56 4.40 5.65  -0.79
C -1.72 5.06 4.41  0.89
C -2.45 6.25 4.22  -0.02
Br -3.34 7.09 5.69  -0.32
C -2.55 6.83 2.98  -0.36
C -1.91 6.25 1.89  0.03
Br -2.06 7.12 0.20  -0.25
C -1.14 5.07 1.95  0.07
O -0.54 4.56 0.97  -0.71
C -1.08 4.47 3.29  -0.27
N -0.36 3.32 3.39  0.09
H 1.29 1.51 5.45  0.48
H 1.10 1.31 3.68  -0.10
H -0.07 0.60 4.78  0.24
H -0.69 2.75 6.67  0.43
H -2.02 4.82 6.53  0.30
H -3.11 7.74 2.85  0.39
C -4.51 -6.80 -1.93  -1.66
C -3.23 -6.88 -1.08  2.08
C -2.22 -7.79 -1.79  -1.67
C -3.58 -7.53 0.26  -2.13
C -2.64 -5.47 -0.92  0.66
C -2.15 -4.80 -2.03  -0.14
C -1.62 -3.51 -1.95  -1.95
C -1.58 -2.90 -0.71  0.84
O -1.08 -1.70 -0.39  -0.40
B -1.32 -1.54 1.06  1.15
O -1.92 -2.80 1.52  -0.59
C -2.08 -3.56 0.42  0.19
C -2.61 -4.83 0.33  -0.86
H -4.95 -7.79 -2.07  0.44
H -4.30 -6.37 -2.91  0.34
H -5.25 -6.16 -1.44  0.37
H -2.62 -8.81 -1.88  0.45
H -1.29 -7.84 -1.23  0.37
H -1.99 -7.44 -2.79  0.32
H -3.96 -8.54 0.09  0.44
H -4.36 -6.97 0.78  0.35
H -2.71 -7.59 0.91  0.42
H -2.19 -5.27 -3.00  0.32
H -1.24 -3.00 -2.82  0.49
H -2.97 -5.30 1.24  0.45
O -1.89 -0.25 1.52  -0.54
C -0.65 -0.44 1.94  -0.46

---

Record 4
# C47H62BN2O2

2 unconnected molecules or ions with the total composition C47H62BN2O2 (ωB97M-V/def2-TZVPD, OMol25).

Properties
charge: +1
HOMO-LUMO gap: 4.8 eV
lowest unoccupied orbital energy: -5.25 eV
largest force on an atom: 0.0618 hartree/bohr

Last column: Mulliken charge in e.
Atoms and positions in Å:
C -3.42 -4.61 0.59  -1.63
C -2.88 -6.03 0.46  2.52
C -3.73 -6.89 1.43  -2.33
C -3.12 -6.58 -0.96  -1.55
C -1.37 -6.09 0.81  0.40
C -0.99 -7.19 1.58  -0.70
C 0.32 -7.41 1.95  -1.75
C 1.29 -6.57 1.49  -1.36
C 1.01 -5.49 0.67  0.73
C 2.27 -4.82 0.08  2.59
C 1.97 -3.70 -0.91  -1.56
C 3.07 -5.88 -0.70  -1.85
C 3.13 -4.27 1.24  -1.81
C -0.36 -5.18 0.36  -0.13
N -0.70 -3.93 -0.33  1.80
C -0.62 -2.62 0.10  -2.22
B -0.03 -2.11 1.44  -0.27
H -0.08 -0.94 1.50  -0.03
N -1.19 -1.75 -0.82  1.81
C -1.22 -0.29 -0.82  -0.74
C -0.47 0.47 -1.77  0.20
C 0.26 -0.09 -3.02  2.49
C 1.30 0.91 -3.58  -2.31
C -0.75 -0.37 -4.14  -1.49
C 1.06 -1.35 -2.67  -1.79
C -0.41 1.86 -1.63  -0.63
C -1.02 2.52 -0.59  -0.91
C -1.77 1.80 0.30  -0.70
C -1.94 0.43 0.19  0.53
C -3.00 -0.13 1.16  2.55
C -2.52 0.05 2.62  -1.70
C -3.31 -1.61 0.93  -1.69
C -4.33 0.62 0.94  -1.83
C -1.68 -2.58 -1.83  -1.24
C -1.30 -3.86 -1.59  -1.32
H -2.95 -3.94 -0.13  0.27
H -4.50 -4.58 0.41  0.55
H -3.23 -4.23 1.59  0.53
H -3.58 -7.95 1.27  0.49
H -3.51 -6.65 2.47  0.48
H -4.79 -6.70 1.28  0.43
H -2.71 -7.58 -1.06  0.39
H -4.19 -6.63 -1.17  0.41
H -2.66 -5.96 -1.72  0.25
H -1.72 -7.90 1.92  0.34
H 0.57 -8.25 2.57  0.40
H 2.32 -6.79 1.75  0.33
H 1.47 -2.87 -0.42  0.10
H 2.89 -3.33 -1.36  0.72
H 1.33 -4.08 -1.71  0.37
H 3.37 -6.72 -0.08  0.39
H 2.47 -6.28 -1.52  0.40
H 3.97 -5.45 -1.13  0.44
H 3.50 -5.06 1.89  0.42
H 4.00 -3.73 0.85  0.42
H 2.57 -3.58 1.86  0.21
H -0.60 -2.59 2.36  0.06
H 1.10 -2.38 1.56  -0.34
H 1.97 1.26 -2.81  0.48
H 1.91 0.44 -4.35  0.42
H 0.81 1.77 -4.05  0.47
H -1.45 -1.16 -3.88  0.23
H -1.33 0.52 -4.37  0.39
H -0.24 -0.68 -5.05  0.41
H 0.41 -2.16 -2.36  0.41
H 1.63 -1.70 -3.53  0.53
H 1.76 -1.14 -1.87  0.54
H 0.13 2.46 -2.34  0.29
H -0.92 3.59 -0.50  0.27
H -2.27 2.34 1.09  0.47
H -2.30 1.10 2.84  0.39
H -3.27 -0.29 3.32  0.47
H -1.61 -0.51 2.81  0.20
H -3.59 -1.77 -0.11  0.34
H -2.44 -2.21 1.17  0.02
H -4.13 -1.93 1.56  0.78
H -4.67 0.49 -0.08  0.42
H -5.10 0.23 1.60  0.44
H -4.24 1.69 1.13  0.36
H -2.31 -2.25 -2.64  0.71
H -1.40 -4.69 -2.27  0.78
C -1.60 8.99 -3.70  -0.85
O -2.08 7.94 -2.89  -0.42
C -1.29 7.63 -1.80  0.88
C -1.75 6.64 -0.91  -0.42
C -1.04 6.27 0.19  -0.55
C 0.24 6.83 0.45  0.50
C 1.00 6.37 1.56  -0.65
C 2.41 6.28 1.64  1.00
C 3.02 5.97 2.88  -0.71
C 4.36 5.75 2.95  0.91
C 5.17 5.80 1.79  0.02
O 6.51 5.52 2.05  -0.46
C 6.64 5.33 3.46  -0.37
C 5.24 5.38 4.10  -0.66
C 4.58 6.11 0.56  -1.24
C 3.24 6.35 0.49  -0.76
C 0.69 7.84 -0.43  -1.06
C -0.05 8.23 -1.51  -0.41
H -2.30 9.14 -4.53  0.24
H -1.53 9.91 -3.11  0.37
H -0.62 8.72 -4.11  0.35
H -2.69 6.16 -1.14  0.48
H -1.41 5.50 0.85  0.42
H 0.45 5.96 2.39  0.44
H 2.41 5.90 3.77  0.48
H 7.15 4.38 3.63  0.30
H 7.29 6.13 3.84  0.28
H 5.16 6.11 4.91  0.32
H 4.94 4.40 4.50  0.28
H 5.20 6.12 -0.33  0.47
H 2.78 6.53 -0.47  0.66
H 1.62 8.34 -0.21  0.73
H 0.32 9.01 -2.15  0.46